1.
The following is a DFT calculation (ωB97M-V/def2-TZVPD) of C3H3N3O2 in the gas phase.

**HOMO**: -0.3624 Ha
**F_max**: 8.00 eV Å⁻¹
**HOMO-LUMO gap**: 9.41 eV
**E**: -430.68669 Eh
**E_LUMO**: -0.0166 hartree

Structure (XYZ):
```
11
Properties=species:S:1:pos:R:3:forces:R:3
C 1.070 -0.411 -0.910 4.0 4.0 2.7
C -0.682 0.638 1.196 -3.6 -1.0 -4.0
C -1.131 -0.694 -0.760 -0.4 -2.1 2.4
H 1.636 1.390 0.367 -1.9 -3.9 1.0
H -0.945 1.376 1.863 -0.7 1.9 1.4
H -2.089 -1.457 -0.928 2.5 2.6 0.1
N 1.261 0.273 0.485 2.8 0.9 -3.1
N -1.324 0.377 0.128 -2.8 0.9 -1.1
N 0.035 -1.096 -1.136 -7.2 -3.4 -0.5
O 1.871 -0.276 -1.769 2.3 1.3 -0.3
O 0.297 -0.119 1.465 5.0 -1.1 1.4
```
Forces are in eV/Å.

Atom charges from the Mulliken analysis, given in e for atoms 1 to 4: 0.592 0.094 0.160 0.311

=====

2.
The following is a DFT calculation (ωB97M-V/def2-TZVPD) of 2 unconnected molecules or ions with the total composition C46H57N4O4.

**HOMO**: -0.3536 Ha
**F_max**: 2.51 eV Å⁻¹
**HOMO-LUMO gap**: 4.93 eV
**Total charge**: +1
**E**: -2306.72503 Eh
**E_LUMO**: -0.1723 hartree

Structure (XYZ):
```
111
Properties=species:S:1:pos:R:3:forces:R:3
C 4.278 -2.533 3.091 0.2 0.1 0.1
C 3.264 -3.270 2.273 -0.3 -0.2 -0.1
C 2.187 -3.904 2.892 0.3 0.1 -0.2
C 1.217 -4.584 2.163 0.1 0.3 -0.5
C 0.086 -5.221 2.913 -0.3 -0.2 0.3
C 1.327 -4.592 0.759 0.5 0.1 0.1
N 0.348 -5.252 -0.028 -0.3 -0.9 -1.2
C -0.467 -4.659 -0.917 -1.2 1.2 1.5
N -1.359 -5.585 -1.340 1.6 -0.3 0.5
C -2.433 -5.292 -2.196 -0.4 0.1 -0.7
C -2.145 -4.563 -3.365 -0.4 -0.4 0.2
C -0.756 -4.132 -3.695 0.5 0.4 -0.5
C -3.183 -4.290 -4.246 -0.1 0.0 0.2
C -4.488 -4.702 -3.986 0.2 -0.1 0.3
C -5.557 -4.369 -4.979 -0.2 0.0 -0.1
C -4.753 -5.420 -2.814 0.1 0.2 -0.5
C -3.739 -5.740 -1.910 0.5 0.5 -0.3
C -4.088 -6.482 -0.659 -0.4 -0.3 0.4
C -0.851 -6.954 -1.097 -0.8 -0.4 -0.5
C 0.369 -6.722 -0.250 0.8 0.1 0.7
C 2.419 -3.993 0.112 -0.2 -0.1 0.5
C 2.586 -4.068 -1.373 0.3 0.2 -0.5
C 3.376 -3.338 0.883 -0.1 0.0 0.2
H 5.036 -2.103 2.436 0.1 0.0 0.1
H 3.816 -1.721 3.663 0.0 -0.1 -0.1
H 4.772 -3.194 3.811 0.0 0.1 -0.1
H 2.105 -3.868 3.980 0.0 0.0 -0.2
H -0.632 -5.728 2.267 0.1 0.1 0.0
H 0.468 -5.956 3.637 -0.1 0.2 -0.2
H -0.459 -4.466 3.498 0.1 -0.2 -0.2
H -0.770 -3.658 -4.685 0.1 -0.1 0.1
H -0.360 -3.416 -2.960 -0.2 -0.3 -0.3
H -0.041 -4.969 -3.760 -0.3 0.2 0.2
H -2.964 -3.756 -5.171 -0.1 -0.1 0.1
H -6.529 -4.715 -4.626 0.0 0.0 -0.1
H -5.613 -3.288 -5.150 0.0 -0.1 0.0
H -5.349 -4.835 -5.950 -0.1 0.1 0.2
H -5.777 -5.744 -2.611 0.3 0.1 0.0
H -5.173 -6.647 -0.657 0.3 0.0 0.1
H -3.623 -7.475 -0.588 -0.1 0.3 -0.1
H -3.839 -5.931 0.258 0.1 -0.1 -0.3
H -1.602 -7.570 -0.604 0.1 -0.1 -0.1
H -0.562 -7.425 -2.048 -0.3 0.1 0.2
H 1.269 -6.998 -0.821 -0.1 0.1 0.4
H 0.362 -7.259 0.700 0.0 0.0 -0.1
H 3.523 -3.559 -1.624 -0.2 -0.1 -0.1
H 2.670 -5.100 -1.748 -0.1 0.2 0.2
H 1.773 -3.578 -1.926 0.1 -0.2 0.3
H 4.233 -2.878 0.389 -0.2 -0.1 0.1
C 4.866 4.982 4.434 0.2 0.2 -0.7
O 5.283 5.660 3.234 0.1 -0.7 0.1
C 4.773 5.300 2.028 0.0 0.5 -0.5
C 3.754 4.368 1.803 -0.3 0.2 0.5
C 3.047 4.397 0.601 0.5 -0.4 -0.2
C 1.770 3.596 0.436 0.4 -0.7 0.1
C 0.514 4.436 0.662 0.2 1.2 0.0
C 0.393 5.033 2.071 0.5 1.3 0.6
O 1.064 5.940 2.559 -0.8 -1.6 -0.8
N -0.648 4.397 2.683 0.3 0.2 -0.1
C -1.017 4.635 4.061 -0.3 -0.1 0.1
C -1.462 3.550 1.829 -0.4 -0.1 0.9
C -1.485 2.125 2.396 0.3 -0.1 -0.1
C -2.898 4.102 1.763 0.2 0.3 -0.2
N -0.727 3.661 0.558 -0.3 -1.3 -2.1
C -1.042 2.992 -0.562 0.9 0.9 1.5
C -2.139 2.136 -0.664 -1.0 -1.2 -0.5
C -2.437 1.352 -1.768 0.2 1.4 0.6
C -3.651 0.601 -1.918 -0.9 -0.7 -0.2
C -3.988 0.071 -3.194 0.3 0.1 0.6
C -5.125 -0.707 -3.372 -0.3 0.1 0.3
C -5.984 -0.959 -2.286 0.5 0.4 0.0
C -5.700 -0.394 -1.031 0.2 0.2 -0.2
C -4.559 0.383 -0.846 0.1 -0.2 -0.4
C 3.511 5.167 -0.467 -0.1 0.3 -0.3
C 4.610 6.020 -0.302 0.2 -0.2 0.5
O 5.095 6.897 -1.218 -0.2 -0.4 -0.5
C 4.629 6.862 -2.580 0.1 0.0 0.8
C 5.268 6.063 0.946 -0.8 0.5 0.3
O 6.304 6.919 1.145 0.2 0.4 0.1
C 6.026 8.296 1.551 0.0 -1.1 -0.3
H 5.551 5.357 5.190 -0.1 -0.1 0.1
H 3.835 5.245 4.688 0.1 0.0 -0.1
H 4.971 3.896 4.339 0.0 0.1 0.0
H 3.464 3.691 2.608 -0.2 0.4 -0.2
H 1.719 3.177 -0.586 0.0 0.1 0.4
H 1.748 2.747 1.142 0.1 0.2 -0.2
H 0.529 5.268 -0.067 -0.2 -0.3 0.3
H -0.260 5.270 4.517 -0.1 0.0 -0.1
H -1.996 5.120 4.121 0.2 0.1 0.1
H -1.081 3.681 4.594 0.1 0.2 0.0
H -0.460 1.787 2.594 -0.3 0.0 0.0
H -2.057 2.135 3.332 0.2 -0.1 -0.2
H -1.957 1.424 1.708 0.1 0.0 0.3
H -2.879 5.173 1.526 0.0 -0.2 0.0
H -3.498 3.590 1.011 0.0 0.1 0.2
H -3.373 3.959 2.741 0.1 0.1 -0.3
H -0.360 3.161 -1.406 -0.3 -0.2 0.3
H -2.814 2.060 0.187 0.3 0.1 -0.6
H -1.755 1.386 -2.615 -0.1 -0.1 0.0
H -3.327 0.304 -4.029 -0.2 -0.2 0.1
H -5.365 -1.101 -4.359 0.1 0.1 0.3
H -6.885 -1.564 -2.417 0.4 0.2 0.0
H -6.381 -0.544 -0.194 0.2 0.0 -0.2
H -4.357 0.818 0.136 -0.1 -0.3 -0.3
H 3.004 5.116 -1.433 0.1 0.1 0.3
H 5.291 7.559 -3.086 -0.1 0.0 -0.2
H 4.723 5.864 -3.022 0.0 0.1 0.1
H 3.592 7.207 -2.643 0.1 0.0 0.0
H 7.017 8.733 1.638 -0.2 0.1 0.0
H 5.442 8.800 0.776 0.0 0.0 0.1
H 5.507 8.304 2.513 0.0 0.0 -0.1
```
Forces are in eV/Å.

Atom charges from the Mulliken analysis, given in e for atoms 1 to 4: -1.512 0.811 -0.776 1.094

=====

3.
The following is a DFT calculation (ωB97M-V/def2-TZVPD) of C20H19N5O3 in the gas phase.

**HOMO**: -0.2826 Ha
**F_max**: 2.93 eV Å⁻¹
**HOMO-LUMO gap**: 7.55 eV
**E**: -1272.95301 Eh
**E_LUMO**: -0.0053 hartree

Structure (XYZ):
```
47
Properties=species:S:1:pos:R:3:forces:R:3
N -0.668 1.934 4.253 1.3 -0.7 -1.4
C 0.023 1.572 3.380 -1.3 0.3 0.9
N 2.144 1.162 0.455 0.5 1.6 -0.4
N 1.641 -0.985 -0.541 -0.7 0.5 0.4
O 0.087 -3.988 -2.038 0.5 0.5 1.0
O -3.280 -4.309 0.504 -0.1 -0.7 0.2
O 1.916 3.178 1.881 0.2 -2.1 -0.4
C 1.497 0.020 0.428 0.3 -2.0 -0.3
C 0.861 -2.028 -0.499 -0.7 0.6 1.3
C 0.538 -4.515 -3.204 2.0 2.1 -0.5
C -4.466 -3.988 -0.122 0.2 1.0 -0.8
C 1.649 1.866 1.525 0.1 0.1 -0.1
C 1.646 -3.800 -3.638 -0.7 -0.6 0.7
C -4.313 -2.854 -0.855 0.9 0.5 0.4
C 1.950 -2.840 -2.633 -1.8 -0.5 1.0
C -2.916 -2.425 -0.635 -0.7 -1.0 0.1
C 0.752 1.097 2.244 -1.0 0.1 1.0
C 0.971 -2.956 -1.640 1.0 -0.8 -2.3
C 0.615 -0.159 1.527 1.1 1.7 -0.3
C -0.210 -1.229 1.536 -1.2 -0.8 -0.1
C -2.342 -3.381 0.173 -1.0 2.2 -1.6
N -1.218 -1.309 2.445 0.4 0.5 0.4
N -0.078 -2.228 0.571 -0.1 -0.6 -0.8
C -0.915 -3.478 0.665 -0.7 0.0 0.4
C 0.173 6.230 -0.553 -1.2 0.5 1.5
C 2.735 3.923 0.989 0.7 0.9 -1.0
C 0.582 5.052 0.321 0.3 0.6 -0.8
C 1.897 4.457 -0.191 0.2 -0.5 0.3
H 0.085 -5.342 -3.712 -0.7 -0.1 0.5
H -5.377 -4.581 -0.048 0.8 -0.2 0.5
H 2.193 -3.936 -4.559 -0.1 -0.2 0.1
H -5.091 -2.327 -1.437 0.7 -0.5 0.5
H 2.737 -2.120 -2.612 0.2 0.2 0.0
H -2.426 -1.555 -1.056 -0.1 -0.2 0.1
H -1.993 -1.900 2.262 -0.6 -0.3 -0.1
H -1.428 -0.435 2.941 0.2 -0.7 -0.2
H -0.469 -4.327 0.165 0.6 0.2 -0.3
H -1.014 -3.804 1.695 0.5 0.2 0.5
H 0.877 7.058 -0.391 -0.3 -0.1 -0.2
H -0.849 6.537 -0.193 0.9 0.1 -0.6
H 0.124 5.993 -1.595 0.0 -0.2 -0.7
H 3.187 4.799 1.534 -0.7 -0.9 -0.1
H 3.578 3.330 0.619 -0.2 -0.1 0.2
H -0.216 4.313 0.338 0.1 -0.2 0.0
H 0.666 5.438 1.331 0.2 -0.1 0.3
H 1.633 3.630 -0.883 0.5 0.4 0.3
H 2.508 5.211 -0.749 -0.5 -0.5 0.4
```
Forces are in eV/Å.

Atom charges from the Mulliken analysis, given in e for atoms 1 to 4: -0.622 -0.364 -0.691 -0.570